Entry 1:
Here is a cluster of 2 separate species, C5H12S in total in a non-equilibrium geometry from the OMol25 dataset. Energies are from the ωB97M-V functional and the def2-TZVPD basis.

SMILES = C=CC.CCS
Energy relative to the best compared isomer or geometry (same formula, charge and spin) = 46.9 kcal per mole
Kohn-Sham gap = 9.73 eV
Net charge = 0

Element x y z (Å)
S 2.64086 0.78531 -0.00291
C 0.83719 0.27104 0.34196
C -3.10622 0.79845 -0.12185
C -2.09313 -0.17115 -0.62507
C -2.15219 -1.48919 -0.77922
C 0.98748 -1.12615 0.87264
H 0.20073 1.02100 0.79891
H -2.72469 -2.18979 -0.18309
H 3.16643 1.50260 1.03433
H 1.72008 -1.71642 0.31011
H -2.52799 1.62390 0.36826
H -3.65063 1.36557 -0.87852
H -1.40498 0.48824 -1.19032
H -3.83905 0.35836 0.56447
H -1.21192 -1.82309 -1.33189
H 1.32324 -1.21755 1.93664
H -0.04673 -1.48155 0.86517
H 0.43311 0.13633 -0.65557

Entry 2:
Here is a cluster of 7 separate species, C33H85N5O12 in total in a non-equilibrium geometry from the OMol25 dataset. Energies are from the ωB97M-V functional and the def2-TZVPD basis.

SMILES = COCCNCCOC.COCCNCCOC.COCCNCCOC.COCCNCCOC.COCCNCCOC.CCO.CO
Kohn-Sham gap = 9.28 eV
Net charge = 0

Element x y z (Å)
O -2.47598 0.10616 4.72144
O 3.17614 1.23293 -1.45346
O -3.35860 1.19528 -3.27744
O 3.25429 -0.82373 2.44208
O 6.95955 -3.23366 1.34302
O 0.11160 -2.02817 -1.88159
O 0.51981 3.15207 1.72426
O -0.53423 -5.26300 1.91703
O 1.29662 1.74569 -4.22925
O -6.40812 2.43565 7.63635
O -0.95148 -0.99085 0.55462
O -0.90689 0.57244 -7.54294
N 6.01746 -1.31533 3.26570
N -4.20302 2.40602 5.65132
N -0.53040 2.14636 -0.94802
N 2.78120 -1.50573 -1.80805
N -2.74943 -0.54280 -5.51011
C -1.55636 -0.68939 -7.61824
C -4.01165 -0.46454 -4.81081
C -0.95335 -2.03852 -2.78426
C 1.01670 -3.16093 -2.03809
C -5.75458 1.23285 7.15980
C 3.97048 -1.03179 -1.08121
C -4.32967 0.94937 -4.30200
C 1.41544 0.76454 -5.23534
C -2.78700 1.24434 3.94150
C 2.88877 1.44568 -0.10388
C 0.15825 0.70873 -8.40847
C -3.25301 2.54643 -2.90327
C 1.87634 -0.73144 2.72741
C 4.03970 0.08047 3.10950
C 4.26273 0.32571 -1.68336
C 7.65360 -2.03215 1.49159
C 2.23522 -2.75991 -1.29548
C 0.30638 2.57982 -2.08244
C -2.31772 -0.59141 0.16811
C -0.98193 3.20913 -0.06269
C -2.92899 2.39739 4.92712
C 7.04866 -3.80430 0.07329
C 5.49315 -0.06486 2.68836
C 7.38009 -1.62398 2.91825
C -7.79970 2.29454 8.01614
C -2.50645 -1.04461 3.87499
C -1.26085 -4.45456 0.95972
C 1.30005 3.82773 2.60511
C 0.43887 1.41261 -3.10566
C -2.88923 -0.56557 -6.93306
C -4.28160 1.55522 6.89019
C -2.59200 -3.98040 1.50628
C -0.07143 3.98738 0.80113
H -2.33166 -1.92065 4.49478
H 0.61484 1.68237 -8.29690
H 7.99757 -3.61324 -0.40045
H 3.93869 -0.12068 4.21177
H -4.04504 -1.11013 -3.92167
H 6.14978 0.74829 3.06052
H 2.99017 -3.52835 -1.47339
H -0.63079 -3.56570 0.67143
H 2.55454 2.48807 -0.03464
H -1.78044 -0.92935 3.06026
H -3.72824 1.17680 3.39007
H 5.58271 -0.06676 1.61548
H -0.11990 1.39835 -0.38165
H -4.17557 1.64080 -5.09122
H -0.64910 4.75671 1.25759
H 1.68727 3.04864 3.29488
H 2.10070 1.23390 -5.93568
H 5.11684 0.78602 -1.15494
H -2.75725 -1.36606 -0.52203
H 3.63292 1.08218 2.93189
H 0.40392 0.54471 -5.60315
H 1.28394 2.81143 -1.72952
H -0.49514 -1.27830 -0.25799
H -3.45806 -1.12765 3.36194
H 0.77184 0.46068 -2.66655
H 0.48690 -4.01916 -1.56134
H -2.52981 2.52813 -2.08821
H 3.79085 1.49958 0.52479
H 1.90836 -0.18956 -4.79853
H 6.27515 -3.47229 -0.66743
H 0.74443 4.47392 0.23962
H -2.85670 3.31063 4.29069
H 7.26880 -1.26752 0.76901
H 8.72235 -2.26227 1.39881
H -3.28794 -4.79482 1.76498
H -8.05564 3.24097 8.49737
H -0.66420 -1.88804 -3.82599
H -2.02746 2.33557 5.55064
H -1.74099 2.74052 0.63026
H 0.82429 4.61938 3.22075
H 7.68296 -2.50392 3.49940
H -0.13673 3.38935 -2.64658
H -1.56097 3.84899 -0.72493
H 0.93048 -0.06572 -8.19142
H -0.95388 -1.46841 -7.09557
H 1.99908 -2.65618 -0.23181
H -4.25028 2.88246 -2.62274
H 3.80270 -0.96405 0.00606
H 0.03582 -4.65356 2.42359
H 8.06812 -0.84797 3.20255
H -4.55871 3.32078 5.83593
H 2.08998 -0.75596 -1.81198
H 1.74549 -0.92537 3.78932
H -2.50285 -3.30588 2.33153
H 5.41003 -2.06345 2.88378
H -6.15438 0.84799 6.20099
H -2.78933 3.23183 -3.64909
H -2.20417 0.30775 -5.38893
H -3.29100 0.34787 -7.35723
H 4.27820 0.16496 -2.77039
H 2.22239 0.71014 0.28708
H -8.45083 2.11618 7.16004
H -1.49075 -2.97756 -2.77534
H 4.85490 -1.64923 -1.26508
H -2.78668 -0.53390 1.13997
H -3.81618 2.02224 7.77120
H -1.60095 -1.00434 -8.64851
H -5.86588 0.45309 7.92355
H -5.34192 1.08179 -3.91995
H -3.71960 0.62102 6.70600
H 1.43540 -1.52532 2.14406
H -1.60330 -1.20957 -2.54204
H 1.18667 -3.36525 -3.09008
H -0.17864 0.58743 -9.43642
H -1.99552 1.43475 3.23301
H -1.38052 -5.12919 0.12925
H -2.27283 0.35182 -0.36114
H -4.84585 -0.74046 -5.47226
H 1.44949 0.26519 2.50017
H 6.94161 -4.88348 0.22642
H -0.60295 1.26937 -3.53610
H -3.55586 -1.35957 -7.22061
H -7.94738 1.45275 8.72861
H -3.09709 -3.40497 0.72880
H 2.10130 4.38553 2.06545

Entry 3:
Here is a cluster of 13 separate species, C4H33NO12 in total in a non-equilibrium geometry from the OMol25 dataset. Energies are from the ωB97M-V functional and the def2-TZVPD basis.

Energy relative to the best compared isomer or geometry (same formula, charge and spin) = 109.2 kcal per mole
Kohn-Sham gap = 9.11 eV
Net charge = 0

Element x y z (Å)
O 0.86506 -3.33143 0.42317
O -1.74518 -0.13587 -3.82606
O 1.91012 -0.19117 -3.45885
O -1.03597 -2.53166 3.32672
O -2.35657 -2.78336 -2.50432
O 0.56375 -2.66770 -2.59918
O 1.17492 0.82347 4.36561
O -3.37517 -0.85302 3.01869
O 3.00451 1.63199 -0.38874
O 1.88059 -1.29049 2.88564
O -2.72159 -0.08320 -1.12591
O 2.21003 2.30739 2.09206
N 0.64063 0.05674 -0.05297
C -0.03025 2.51457 0.18899
C -0.58859 2.47565 -1.18719
C -1.05351 3.56471 -1.79740
C -0.09347 0.99939 0.82808
H 2.22838 -1.24415 1.99277
H -2.91232 -0.18350 3.59796
H 3.02846 1.75657 2.12466
H -3.14094 -0.02697 -0.30982
H -0.37669 -2.53080 -2.81058
H -0.89460 4.57119 -1.41804
H -0.61964 -3.26354 3.70862
H -2.96774 -1.63308 3.33575
H 2.95850 2.35373 0.23953
H -0.89703 -0.21966 -3.38302
H 1.60007 0.24796 -0.06813
H -0.27678 3.36098 0.86042
H 1.62950 -0.94646 -3.95196
H 1.03360 2.64256 0.09316
H 1.11527 -1.82068 2.86858
H -0.74495 1.55945 -1.70088
H -2.72229 -1.97290 -3.02654
H -2.20679 0.58216 -3.38545
H 0.91251 -3.28981 -3.24930
H -1.67125 3.39660 -2.69798
H 0.06573 1.40989 1.84112
H 1.73491 2.18641 2.89336
H -1.05270 -2.45274 2.37530
H 0.20085 -3.80092 -0.10349
H 0.51968 0.12438 4.41018
H -1.13515 0.67519 0.61437
H 2.25713 0.45489 -4.07984
H -2.42311 -2.48844 -1.60139
H -1.86575 0.41757 -1.22521
H 1.84713 0.41344 3.83327
H 3.86148 1.65898 -0.82688
H 0.40589 0.21318 -1.00197
H 1.25934 -2.65753 -0.13690

Entry 4:
Here is a cluster of 4 separate species, C24H43ClN2O7S in total in a non-equilibrium geometry from the OMol25 dataset. Energies are from the ωB97M-V functional and the def2-TZVPD basis.

SMILES = C#CC[C@]1(CCCCSc2nnco2)OC(=O)O[C@H]1C[C@H](C)Cl.CC(C)O.CC(C)O.CC(C)O
Kohn-Sham gap = 8.91 eV
Net charge = 0

Element x y z (Å)
Cl 0.61575 -0.37782 -2.69554
S -5.33944 -1.20052 1.81824
O -4.62593 -4.38768 -1.52251
O 2.16704 4.03885 0.69840
O 3.73026 2.26312 -3.05358
O 1.14470 -1.48130 3.76976
O 3.15134 -2.92173 3.30119
O -3.59066 1.30778 1.57427
O 2.33726 -0.97544 1.87083
N -5.13858 3.02178 0.92883
N -5.77825 1.77403 1.11222
C 0.63816 -0.82628 0.14637
C -0.01426 1.65145 3.93216
C 2.86700 6.30816 1.07126
C -2.34752 -1.97284 2.26301
C 4.69830 1.65800 -3.90678
C 0.03473 -0.92652 2.92548
C -0.65815 0.12832 3.97124
C -0.78097 -2.34343 2.57287
C 0.37854 1.74022 -0.85680
C 2.31796 -1.92422 2.99504
C 1.10656 0.27542 -0.99083
C -3.68150 2.73043 1.21133
C 0.97006 -0.38215 1.69352
C -4.35489 -2.25653 0.57219
C 0.37290 3.02052 3.81107
C 5.31578 2.72086 -4.80150
C 3.31097 4.88610 0.76784
C -3.17344 -3.09897 1.40408
C -3.64072 -5.51586 -3.40273
C -3.61357 -5.31896 -1.89542
C 4.26136 4.36302 1.83304
C -4.88548 0.59221 1.51420
C 4.03392 0.56236 -4.72509
C -3.84042 -6.63067 -1.16098
H 3.22422 0.96952 -5.34106
H -3.74449 -1.47784 -0.09367
H 1.72474 4.06051 1.56322
H -3.48848 -4.56157 -3.91832
H -2.51958 -3.73553 0.66655
H 3.72347 6.98812 1.11566
H 3.80202 4.85466 -0.21094
H -0.69449 -3.01394 3.55600
H -2.71787 3.39401 1.18852
H -4.61335 -5.90008 -3.73036
H 5.77948 3.50924 -4.19891
H -4.82008 -7.05442 -1.40900
H 5.47228 1.22114 -3.26629
H -3.83054 -6.47156 -0.07734
H 1.13160 2.54400 -1.31610
H 6.07655 2.28962 -5.45962
H 4.75627 0.06636 -5.38088
H -0.60092 1.74373 -1.50395
H 1.23789 0.75374 1.60674
H 3.77596 4.34224 2.81535
H -1.81813 0.24375 3.87151
H 5.15964 4.98465 1.90034
H 1.29926 -1.79817 -0.06219
H -3.06829 -7.36373 -1.41456
H 4.56283 3.33431 1.60821
H -5.03465 -2.94827 -0.08253
H 4.55154 3.20466 -5.42024
H -0.48526 -1.19366 -0.01495
H -0.26889 -2.95562 1.70790
H -2.88944 -1.77837 3.28499
H -3.78624 -3.79690 2.15368
H 2.17382 6.66701 0.30288
H 0.17989 2.09064 0.24821
H 3.03910 2.65372 -3.61368
H -5.48533 -4.75835 -1.78336
H -2.86265 -6.21552 -3.72358
H 0.30937 4.20839 3.70974
H 3.58326 -0.18909 -4.06789
H -0.46541 -0.30877 5.06442
H 2.28790 0.40757 -1.05780
H 2.33212 6.35641 2.02646
H -2.32826 -0.97620 1.60753
H -2.64968 -4.89209 -1.59738

Entry 5:
Here is a cluster of 2 separate species, C3H6N2O2 in total in a non-equilibrium geometry from the OMol25 dataset. Energies are from the ωB97M-V functional and the def2-TZVPD basis.

Energy relative to the best compared isomer or geometry (same formula, charge and spin) = 145.9 kcal per mole
Kohn-Sham gap (alpha / beta) = 8.87 / 9.44 eV
Net charge = 0

Element x y z (Å)
O 0.83711 0.33635 1.98496
O -1.04022 1.77590 0.53945
N -0.01807 1.21264 0.05134
N -2.80113 0.26284 0.15260
C 1.79791 -0.45379 0.00211
C -2.13121 -0.58432 -0.44962
C 0.87645 0.39692 0.76868
H -1.08555 -0.58377 -0.39882
H -2.66979 -1.38743 -1.09879
H 2.44985 -0.92981 0.75936
H 1.18171 -1.19034 -0.54943
H 0.05859 1.19807 -1.01737
H 2.54435 -0.05325 -0.74447

Entry 6:
Here is the molecule C6H9NO in a non-equilibrium geometry from the OMol25 dataset. Energies are from the ωB97M-V functional and the def2-TZVPD basis.

SMILES = C=C1C[C@]2(N)C[C@H]2O1
Energy relative to the best compared isomer or geometry (same formula, charge and spin) = 125.0 kcal per mole
Kohn-Sham gap = 9.57 eV
Net charge = 0

Element x y z (Å)
O 0.44801 -0.83693 -0.80910
N -1.08769 1.31045 -0.84787
C -0.59757 -0.95631 -0.00689
C -2.07514 -0.71369 0.16869
C -0.98820 0.36919 0.38947
C 0.37034 0.61600 1.18794
C 2.64700 -0.03685 -0.13399
C 1.30655 -0.09405 0.06229
H -2.70915 -0.36661 -0.64230
H 0.66620 1.66350 1.25883
H -2.56695 -1.29371 0.94786
H 3.28317 0.66674 0.38664
H 3.15706 -0.57539 -0.95802
H -0.14721 1.59123 -0.96882
H 0.37503 0.00300 2.07174
H -1.56089 2.18042 -0.58784
H -0.44533 -1.45269 0.89474

Taking the records one at a time from the top gives total energy values of -16212.7415 -67611.7192 -30741.5339 -66240.7320 -10278.4701 -9900.1817 eV.